[1]
{
  "formula": "C46H42BrN6O3S2W",
  "method": "wB97M-V/def2-TZVPD",
  "species": ["W", "O", "C", "C", "C", "C", "C", "C", "C", "O", "N", "N", "C", "C", "Br", "C", "C", "C", "C", "C", "C", "C", "H", "H", "H", "H", "H", "H", "H", "H", "H", "H", "H", "H", "H", "H", "C", "C", "C", "C", "C", "C", "C", "C", "C", "C", "C", "C", "C", "C", "C", "N", "H", "H", "H", "H", "H", "H", "H", "H", "H", "H", "C", "C", "N", "C", "C", "C", "S", "N", "C", "O", "C", "C", "C", "C", "C", "C", "H", "H", "H", "H", "H", "H", "H", "H", "H", "H", "H", "H", "H", "H", "H", "S", "C", "C", "N", "C", "H", "H", "H"],
  "positions_angstrom": [[0.70, -0.15, 0.25], [1.59, 1.93, -3.17], [1.58, 0.99, -4.16], [1.67, 1.45, -5.47], [1.66, 0.56, -6.52], [1.57, -0.81, -6.29], [1.50, -1.26, -4.98], [1.49, -0.38, -3.91], [1.35, -0.96, -2.52], [1.70, -0.10, -1.47], [-0.05, -1.33, -2.29], [-0.26, -1.68, -0.94], [-0.61, -2.88, -0.73], [-1.24, -3.41, 0.47], [-2.08, -2.14, 1.58], [-1.41, -4.71, 0.73], [-0.75, -5.83, 0.05], [0.52, -5.73, -0.53], [1.09, -6.82, -1.16], [0.42, -8.04, -1.20], [-0.83, -8.16, -0.59], [-1.40, -7.07, 0.04], [1.67, 1.45, -2.33], [1.75, 2.52, -5.64], [1.73, 0.93, -7.54], [1.58, -1.52, -7.11], [1.46, -2.33, -4.79], [1.98, -1.85, -2.48], [-0.35, -2.08, -2.92], [-0.54, -3.58, -1.57], [-2.13, -4.97, 1.50], [1.09, -4.82, -0.43], [2.08, -6.74, -1.59], [0.88, -8.89, -1.68], [-1.34, -9.11, -0.61], [-2.37, -7.17, 0.51], [3.49, -3.70, 0.58], [3.70, -3.77, 1.95], [3.05, -2.87, 2.77], [2.21, -1.90, 2.22], [1.98, -1.81, 0.84], [2.65, -2.74, 0.05], [1.44, -0.99, 3.06], [1.65, -0.86, 4.45], [0.80, -0.13, 5.20], [-0.35, 0.43, 4.59], [-1.37, 1.04, 5.35], [-2.51, 1.49, 4.76], [-2.66, 1.34, 3.36], [-1.67, 0.80, 2.60], [-0.48, 0.32, 3.19], [0.50, -0.30, 2.43], [3.99, -4.40, -0.08], [4.35, -4.53, 2.38], [3.19, -2.94, 3.85], [2.53, -2.73, -1.03], [2.50, -1.35, 4.90], [0.95, 0.00, 6.26], [-1.23, 1.12, 6.42], [-3.30, 1.93, 5.35], [-3.58, 1.67, 2.88], [-1.81, 0.73, 1.53], [-4.10, 4.38, 1.67], [-2.79, 5.09, 1.37], [-1.63, 4.37, 1.91], [-1.20, 4.77, 3.26], [-0.22, 5.93, 3.24], [-0.95, 3.47, 1.19], [0.52, 2.84, 1.72], [-1.53, 3.21, -0.02], [-1.34, 2.20, -0.80], [-0.66, 1.10, -0.52], [-1.96, 2.27, -2.15], [-2.86, 3.30, -2.45], [-3.43, 3.38, -3.70], [-3.11, 2.44, -4.68], [-2.21, 1.43, -4.40], [-1.65, 1.34, -3.13], [-4.94, 4.97, 1.27], [-4.26, 4.26, 2.74], [-4.12, 3.40, 1.20], [-2.77, 6.08, 1.82], [-2.66, 5.20, 0.30], [-0.76, 3.90, 3.74], [-2.11, 5.04, 3.80], [0.72, 5.63, 2.79], [-0.03, 6.28, 4.26], [-0.63, 6.78, 2.67], [-3.10, 4.03, -1.69], [-4.13, 4.17, -3.92], [-3.56, 2.51, -5.66], [-1.94, 0.70, -5.16], [-0.95, 0.55, -2.90], [5.10, 1.51, 0.56], [4.09, 2.59, -0.30], [2.80, 2.20, -0.18], [2.61, 1.06, 0.58], [3.75, 0.60, 1.01], [4.48, 3.44, -0.83], [1.95, 2.72, -0.59], [3.85, -0.30, 1.60]],
  "spin_multiplicity": 1,
  "energy_ev": -157000.415,
  "total_charge": 1,
  "homo_lumo_gap_ev": [5.92, 5.92],
  "mol_weight_g_mol": 1054.8
}

=====

[2]
{
  "formula": "C20H19N3O3S2Ti",
  "method": "wB97M-V/def2-TZVPD",
  "species": ["Ti", "O", "C", "C", "C", "C", "C", "C", "C", "O", "N", "N", "C", "S", "C", "C", "S", "H", "H", "H", "H", "H", "H", "H", "H", "H", "N", "C", "C", "C", "C", "C", "C", "C", "H", "H", "H", "H", "C", "O", "C", "C", "H", "H", "H", "H", "H", "H"],
  "positions_angstrom": [[-0.46, -0.58, -1.17], [3.13, -0.90, 2.72], [3.85, -1.06, 1.59], [5.24, -1.10, 1.72], [6.04, -1.26, 0.60], [5.48, -1.38, -0.66], [4.10, -1.35, -0.79], [3.27, -1.19, 0.32], [1.81, -1.17, 0.11], [1.35, -1.36, -1.11], [1.02, -0.95, 1.13], [-0.35, -0.97, 0.79], [-1.13, -1.15, 1.88], [-0.62, -0.77, 3.51], [-2.15, -1.45, 4.19], [-3.31, -0.92, 3.35], [-2.88, -1.07, 1.60], [2.17, -0.87, 2.45], [5.66, -1.00, 2.71], [7.12, -1.28, 0.72], [6.11, -1.51, -1.53], [3.64, -1.45, -1.76], [-2.24, -1.13, 5.23], [-2.12, -2.54, 4.16], [-3.51, 0.12, 3.60], [-4.22, -1.50, 3.54], [-0.56, 6.97, -2.08], [-0.54, 5.83, -1.92], [-0.52, 4.41, -1.72], [-0.06, 3.58, -2.74], [-0.05, 2.20, -2.53], [-0.48, 1.61, -1.34], [-0.93, 2.49, -0.34], [-0.95, 3.87, -0.51], [0.28, 4.00, -3.67], [0.29, 1.58, -3.36], [-1.26, 2.09, 0.61], [-1.31, 4.52, 0.27], [-3.51, 0.11, -2.08], [-2.31, -0.48, -2.55], [-1.84, -1.64, -1.82], [-2.77, -2.81, -1.82], [-3.52, 0.15, -0.98], [-4.38, -0.45, -2.42], [-3.56, 1.13, -2.47], [-2.33, -3.60, -1.21], [-2.94, -3.22, -2.82], [-3.75, -2.57, -1.39]],
  "spin_multiplicity": 2,
  "energy_ev": -76446.162,
  "total_charge": -1,
  "homo_lumo_gap_ev": [4.92, 6.36],
  "s_squared": 0.7657,
  "mol_weight_g_mol": 461.4
}

=====

[3]
{
  "formula": "C4H3N2PS",
  "method": "wB97M-V/def2-TZVPD",
  "species": ["C", "C", "C", "C", "N", "N", "P", "S", "H", "H", "H"],
  "positions_angstrom": [[1.00, 0.76, -0.35], [1.56, -0.40, -0.70], [-3.13, -0.55, 0.64], [-0.78, -0.49, 0.09], [-1.88, -0.93, 0.63], [-0.24, 0.73, 0.18], [-4.23, 0.17, -0.56], [0.48, -1.70, -0.28], [1.55, 1.78, -0.41], [2.49, -0.63, -0.93], [-3.54, -1.13, 1.46]],
  "spin_multiplicity": 1,
  "energy_ev": -27296.415,
  "total_charge": 0,
  "homo_lumo_gap_ev": [6.70, 5.95],
  "mol_weight_g_mol": 142.1
}